Formula: C48H56CdN6O2
Source: the OMol25 dataset
Level of theory: wB97M-V/def2-TZVPD

CARTESIAN COORDINATES (ANGSTROEM)
Cd -1.29 0.32 0.59
C 6.66 0.68 1.47
C 5.37 0.89 2.26
C 4.17 1.05 1.38
C 3.46 2.25 1.08
C 3.79 3.62 1.57
C 4.69 4.42 0.62
C 2.36 1.94 0.25
N 2.47 0.60 0.05
C 3.49 0.00 0.76
C 3.49 -1.50 0.91
C 2.33 -2.20 0.80
C 1.95 -3.63 0.75
C 3.08 -4.60 1.02
C 3.94 -4.86 -0.22
C 0.68 -4.04 0.41
C -0.39 -3.07 0.02
C -1.60 -3.25 -0.60
C -2.50 -2.15 -1.11
N -2.28 -0.81 -0.90
C -3.12 -0.05 -1.64
C -3.01 1.45 -1.74
C -2.03 2.33 -1.32
N -0.92 2.02 -0.59
C 0.03 2.97 -0.66
C 1.37 2.94 -0.28
C -0.64 4.14 -1.34
C -1.87 3.76 -1.72
C -2.92 4.58 -2.39
C -4.06 4.96 -1.44
C -0.01 5.49 -1.51
C -0.17 6.36 -0.26
C -3.97 -0.92 -2.34
C -3.57 -2.25 -2.02
C -4.21 -3.51 -2.51
C -5.36 -4.00 -1.62
C -5.03 -0.53 -3.33
C -4.48 -0.26 -4.73
N -0.04 -1.76 0.20
C 0.29 -5.49 0.32
C 0.37 -6.06 -1.10
H 7.53 0.58 2.13
H 6.84 1.52 0.79
H 6.59 -0.22 0.85
H 5.48 1.78 2.89
H 5.22 0.05 2.93
H 4.28 3.56 2.55
H 2.86 4.17 1.74
H 5.65 3.92 0.49
H 4.88 5.44 0.99
H 4.22 4.50 -0.36
H 4.44 -1.99 1.10
H 2.71 -5.54 1.43
H 3.72 -4.16 1.79
H 3.35 -5.30 -1.02
H 4.77 -5.55 0.01
H 4.36 -3.93 -0.59
H -1.92 -4.26 -0.85
H -3.79 1.90 -2.34
H 1.83 3.92 -0.36
H -3.34 4.02 -3.24
H -2.48 5.49 -2.81
H -4.50 4.07 -1.00
H -4.85 5.52 -1.96
H -3.69 5.58 -0.63
H -0.43 6.00 -2.37
H 1.06 5.36 -1.72
H -1.22 6.57 -0.07
H 0.36 7.31 -0.36
H 0.23 5.84 0.62
H -3.45 -4.31 -2.57
H -4.58 -3.37 -3.53
H -4.99 -4.18 -0.60
H -5.81 -4.92 -2.00
H -6.13 -3.23 -1.55
H -5.56 0.36 -2.97
H -5.79 -1.32 -3.39
H -3.73 0.54 -4.68
H -5.26 0.04 -5.43
H -3.98 -1.15 -5.12
H -0.75 -5.58 0.66
H 0.89 -6.10 0.99
H -0.18 -5.44 -1.80
H -0.04 -7.08 -1.15
H 1.41 -6.10 -1.45
C 2.45 -1.15 -1.69
C 1.60 -0.35 -0.65
O 0.57 0.11 -1.28
C 1.19 -1.28 0.67
C 1.01 -0.59 2.12
C 1.89 -0.80 3.33
N -0.04 0.12 2.29
N -0.30 0.83 3.44
C -1.49 1.41 3.36
O -2.39 1.33 2.48
C -1.78 2.30 4.54
C -1.38 1.98 5.83
C -1.67 2.83 6.89
C -2.36 4.02 6.66
C -2.76 4.34 5.37
C -2.49 3.48 4.32
H 2.37 -0.55 -2.59
H 1.96 -2.11 -1.87
H 3.50 -1.34 -1.46
H -0.24 -1.23 -0.67
H 2.41 -1.76 3.29
H 1.26 -0.75 4.21
H 2.63 -0.01 3.41
H -0.82 1.07 5.98
H -1.35 2.57 7.89
H -2.58 4.68 7.49
H -3.30 5.27 5.19
H -2.81 3.71 3.31

- Orbital gap: 4.53 eV
- Maximum force: 0.56 eV/A
- Energy relative to the best compared isomer or geometry (same formula, charge and spin): 4.3652 eV
- Energy: -2509.39024 Eh
- Net charge: -2

Formula: C48H56ClF10I2N5O12S
Source: the OMol25 dataset
Level of theory: wB97M-V/def2-TZVPD

CARTESIAN COORDINATES (ANGSTROEM)
C 6.33 1.80 0.74
C 5.98 1.68 -0.90
C 7.12 0.81 -1.65
Cl 8.03 2.23 -2.53
C 6.84 -0.51 -2.55
C 7.69 -0.35 -3.94
C 9.28 -0.45 -4.01
C 10.23 -0.33 -2.72
O 9.74 0.65 -4.93
O 7.54 -1.53 -1.76
S 7.70 -3.06 -2.28
O 7.90 -3.93 -0.97
O 9.02 -3.44 -3.06
C 6.22 -3.58 -3.26
I 7.10 -4.17 -5.27
C 5.76 -5.08 -2.80
I 4.79 -5.38 -0.88
C 6.94 -6.25 -2.98
C 6.90 -7.42 -1.80
C 5.09 -2.45 -3.58
C 3.61 -3.05 -3.79
C 2.25 -2.20 -3.70
C 0.88 -3.07 -3.30
F -0.24 -2.44 -4.09
F 0.94 -4.48 -3.84
C 0.52 -3.05 -1.71
F 1.65 -2.71 -0.80
F 0.15 -4.48 -1.36
C -0.76 -2.14 -1.27
F -2.08 -2.64 -1.81
F -0.89 -2.33 0.23
C -0.62 -0.53 -1.50
F -1.42 0.11 -0.39
F -1.25 -0.03 -2.76
F 0.74 0.02 -1.37
C 5.24 -0.96 -2.80
C 4.46 -1.33 -1.36
N 5.15 -1.13 -0.06
C 5.06 -2.27 0.91
C 4.48 0.24 -3.64
F 5.16 1.55 -3.77
C 4.03 0.07 -5.18
C 5.01 0.82 -6.31
H 6.56 0.72 1.20
H 7.30 2.47 0.81
H 5.46 2.36 1.31
H 5.91 2.83 -1.21
H 4.87 1.32 -0.98
H 7.91 0.59 -0.77
H 7.33 -1.25 -4.64
H 7.34 0.58 -4.61
H 9.64 -1.43 -4.59
H 10.85 -1.34 -2.59
H 9.74 -0.12 -1.68
H 11.07 0.51 -2.89
H 10.57 0.34 -5.41
H 4.96 -5.44 -3.61
H 8.03 -5.83 -2.92
H 6.76 -6.88 -3.97
H 7.30 -7.06 -0.76
H 5.91 -8.04 -1.78
H 7.73 -8.20 -2.17
H 5.41 -2.15 -4.70
H 3.32 -3.97 -3.08
H 3.60 -3.56 -4.87
H 2.22 -1.26 -3.01
H 2.00 -1.80 -4.80
H 3.41 -0.76 -1.27
H 4.14 -2.47 -1.27
H 4.61 -0.35 0.43
H 4.03 -2.86 0.88
H 5.19 -1.80 2.00
H 5.95 -3.04 0.79
H 3.49 0.50 -3.03
H 3.85 -0.99 -5.61
H 2.99 0.65 -5.30
H 4.96 1.98 -6.27
H 6.08 0.36 -6.36
H 4.50 0.52 -7.35
C -3.86 1.38 0.30
C -4.09 2.16 1.44
C -5.13 3.09 1.44
C -5.93 3.24 0.30
C -5.69 2.47 -0.85
C -4.64 1.54 -0.84
N -7.03 4.20 0.30
O -7.21 4.88 1.33
O -7.74 4.28 -0.72
H -3.05 0.65 0.31
H -3.47 2.03 2.32
H -5.30 3.69 2.33
H -6.29 2.58 -1.74
H -4.45 0.93 -1.72
C -9.12 3.84 3.87
C -9.90 3.49 4.98
C -9.48 3.83 6.27
C -8.27 4.51 6.43
C -7.48 4.85 5.33
C -7.91 4.51 4.04
N -7.82 4.89 7.78
O -8.54 4.55 8.74
O -6.77 5.52 7.89
H -9.46 3.58 2.87
H -10.84 2.97 4.84
H -10.09 3.55 7.12
H -6.53 5.38 5.44
H -7.31 4.78 3.18
C -11.33 0.31 -2.94
C -12.11 -0.03 -1.84
C -11.68 0.30 -0.55
C -10.47 0.98 -0.38
C -9.68 1.33 -1.49
C -10.12 0.99 -2.77
N -10.03 1.36 0.97
O -10.74 1.02 1.93
O -8.97 2.00 1.07
H -11.67 0.05 -3.94
H -13.05 -0.56 -1.98
H -12.30 0.02 0.30
H -8.74 1.86 -1.37
H -9.52 1.25 -3.64
C -5.35 3.22 9.50
C -5.17 2.53 8.30
C -4.36 1.39 8.27
C -3.73 0.96 9.45
C -3.91 1.66 10.65
C -4.72 2.79 10.67
N -2.90 -0.25 9.43
O -2.75 -0.83 8.34
O -2.39 -0.62 10.49
H -5.99 4.10 9.52
H -5.66 2.87 7.40
H -4.22 0.86 7.33
H -3.43 1.33 11.57
H -4.87 3.34 11.60

- Orbital gap: 8.17 eV
- Maximum force: 9.52 eV/A
- Energy: -5490.71091 Eh
- Net charge: 0

Formula: C48H56N13SScSe
Source: the OMol25 dataset
Level of theory: wB97M-V/def2-TZVPD

CARTESIAN COORDINATES (ANGSTROEM)
Sc 0.12 0.93 0.75
C 2.70 -2.37 1.41
N 1.60 -1.95 2.26
C 0.94 -3.09 2.87
C 1.95 -0.97 3.25
C 3.17 -1.02 3.90
C 3.49 -0.11 4.91
C 2.56 0.84 5.27
C 1.34 0.90 4.61
C 1.01 0.02 3.58
N -0.15 0.13 2.78
C -1.40 0.33 3.31
C -1.71 0.64 4.64
C -3.00 0.97 5.03
C -4.04 0.97 4.12
C -3.78 0.53 2.83
C -2.50 0.19 2.42
N -2.23 -0.37 1.11
C -1.82 -1.79 1.26
C -3.38 -0.35 0.22
H 3.45 -2.98 1.93
H 3.17 -1.48 0.98
H 2.29 -2.96 0.59
H 0.53 -3.74 2.09
H 0.12 -2.75 3.50
H 1.63 -3.68 3.49
H 3.89 -1.78 3.63
H 4.45 -0.16 5.40
H 2.78 1.55 6.05
H 0.65 1.68 4.89
H -0.94 0.64 5.39
H -3.19 1.24 6.07
H -5.05 1.24 4.41
H -4.61 0.43 2.14
H -2.57 -2.33 1.85
H -0.86 -1.85 1.75
H -1.76 -2.23 0.27
H -4.13 -1.09 0.53
H -3.06 -0.60 -0.79
H -3.86 0.62 0.21
Se -5.25 5.49 4.26
N -3.51 5.21 4.54
C -3.05 4.60 3.49
C -1.66 4.20 3.32
C -0.64 4.61 4.18
C 0.65 4.22 3.90
C 0.89 3.36 2.82
N -0.08 2.94 2.02
C -1.33 3.40 2.23
C -2.29 3.12 1.17
N -1.84 2.43 0.11
C -2.62 2.34 -0.96
C -3.89 2.90 -1.03
C -4.39 3.54 0.08
C -3.58 3.65 1.21
C -4.01 4.33 2.43
N -5.23 4.73 2.65
H -0.87 5.24 5.02
H 1.48 4.53 4.52
H 1.87 2.97 2.58
H -2.21 1.77 -1.78
H -4.47 2.80 -1.94
H -5.39 3.96 0.10
C 3.87 -0.71 -1.73
N 3.71 -2.13 -2.01
C 4.64 -3.00 -1.30
C 2.42 -2.62 -2.22
N 1.43 -2.05 -1.63
C 0.13 -2.54 -1.61
C -0.10 -3.79 -1.06
C -1.35 -4.42 -1.19
C -2.35 -3.82 -1.90
C -2.17 -2.51 -2.42
C -3.20 -1.93 -3.21
C -3.03 -0.68 -3.74
C -1.90 0.07 -3.40
C -0.91 -0.41 -2.57
N 0.05 0.49 -2.05
C 0.80 1.16 -2.89
N 1.09 0.75 -4.17
C 1.11 -0.63 -4.60
C 1.25 1.70 -5.25
N 1.34 2.37 -2.58
C 0.68 3.33 -1.72
C 2.74 2.65 -2.82
C -0.97 -1.79 -2.16
N 2.38 -3.66 -3.14
C 3.59 -3.97 -3.90
C 1.15 -4.13 -3.77
H 4.36 -0.55 -0.78
H 2.90 -0.22 -1.65
H 4.47 -0.24 -2.52
H 5.60 -3.08 -1.82
H 4.23 -4.00 -1.19
H 4.83 -2.61 -0.30
H 0.73 -4.31 -0.61
H -1.50 -5.40 -0.76
H -3.29 -4.32 -2.07
H -4.09 -2.50 -3.40
H -3.79 -0.25 -4.38
H -1.81 1.10 -3.75
H 1.15 -1.28 -3.74
H 2.00 -0.81 -5.21
H 0.23 -0.88 -5.20
H 1.03 2.70 -4.91
H 0.55 1.44 -6.06
H 2.26 1.68 -5.67
H -0.39 3.16 -1.74
H 0.88 4.33 -2.13
H 1.05 3.28 -0.70
H 3.20 1.83 -3.38
H 3.26 2.73 -1.86
H 2.87 3.58 -3.39
H 4.38 -4.40 -3.29
H 4.00 -3.09 -4.40
H 3.33 -4.71 -4.65
H 0.34 -3.42 -3.68
H 0.81 -5.08 -3.35
H 1.34 -4.26 -4.84
S 2.31 1.30 0.57

- Orbital gap: 5.60 eV
- Maximum force: 0.32 eV/A
- Energy relative to the best compared isomer or geometry (same formula, charge and spin): 0.0018 eV
- Energy: -6134.95883 Eh
- Net charge: 0

Formula: C48H57Cl2HfN6O5P2S2
Source: the OMol25 dataset
Level of theory: wB97M-V/def2-TZVPD

CARTESIAN COORDINATES (ANGSTROEM)
Hf 0.48 0.59 0.32
C -1.21 0.23 -3.57
N -2.00 -0.83 -2.98
C -1.20 -1.96 -2.62
P -0.62 -1.95 -0.86
C 0.38 -3.48 -0.83
C 1.25 -3.76 -1.88
C 1.99 -4.94 -1.89
C 1.88 -5.84 -0.84
C 1.02 -5.57 0.21
C 0.27 -4.40 0.21
C -2.19 -2.34 -0.02
C -2.75 -3.62 -0.09
C -4.01 -3.85 0.43
C -4.74 -2.82 1.00
C -4.20 -1.54 1.05
C -2.93 -1.30 0.54
C -3.24 -1.15 -3.65
C -3.41 -0.97 -5.01
C -4.62 -1.29 -5.61
C -5.65 -1.82 -4.86
C -5.47 -2.02 -3.49
C -4.27 -1.68 -2.89
P -0.43 1.37 -2.34
C -1.78 2.56 -2.06
C -1.56 3.93 -1.99
C -2.64 4.80 -1.87
C -3.93 4.30 -1.81
C -4.15 2.93 -1.86
C -3.08 2.06 -1.98
C 0.79 2.16 -3.43
C 2.13 1.78 -3.39
C 3.04 2.30 -4.31
C 2.61 3.21 -5.27
C 1.28 3.58 -5.32
C 0.37 3.06 -4.41
H -1.85 0.88 -4.16
H -0.41 -0.14 -4.24
H -0.34 -2.10 -3.29
H -1.79 -2.88 -2.68
H 1.37 -3.08 -2.71
H 2.65 -5.15 -2.72
H 2.45 -6.76 -0.86
H 0.90 -6.29 1.01
H -0.44 -4.25 1.02
H -2.22 -4.43 -0.57
H -4.44 -4.85 0.36
H -5.73 -3.01 1.40
H -4.77 -0.72 1.47
H -2.55 -0.29 0.57
H -2.60 -0.58 -5.63
H -4.74 -1.14 -6.68
H -6.59 -2.08 -5.33
H -6.27 -2.44 -2.90
H -4.14 -1.82 -1.82
H -0.56 4.34 -2.04
H -2.47 5.86 -1.82
H -4.77 4.97 -1.73
H -5.15 2.53 -1.81
H -3.27 0.99 -2.02
H 2.48 1.05 -2.67
H 4.07 1.97 -4.29
H 3.32 3.61 -5.98
H 0.94 4.28 -6.07
H -0.67 3.36 -4.47
C 2.77 -2.81 2.56
C 2.66 -1.30 2.39
O 2.23 -0.93 1.03
C 3.40 -1.04 0.17
C 3.02 -1.21 -1.28
H 2.66 -3.06 3.61
H 3.73 -3.20 2.23
H 1.99 -3.33 2.00
H 3.61 -0.80 2.55
H 1.95 -0.85 3.08
H 3.95 -1.92 0.50
H 4.02 -0.17 0.36
H 3.04 -2.25 -1.58
H 3.69 -0.65 -1.93
H 2.00 -0.85 -1.51
Cl -3.36 3.42 1.75
C -1.64 3.58 2.03
Cl -0.96 5.09 1.41
C -0.86 2.43 1.44
O 0.35 2.25 1.75
O -1.38 1.57 0.66
H -1.46 3.57 3.11
N -2.44 -3.63 5.61
C -1.61 -2.60 5.82
S -0.97 -2.16 7.25
C -1.20 -1.87 4.58
C -0.78 -2.54 3.44
C -0.30 -1.81 2.37
N -0.25 -0.47 2.35
C -0.68 0.17 3.46
C -1.14 -0.48 4.57
H -2.75 -4.18 6.39
H -2.89 -3.78 4.72
H -0.75 -3.62 3.38
H 0.12 -2.32 1.53
H -0.58 1.24 3.47
H -1.44 0.08 5.45
C 5.18 4.17 6.07
N 4.81 3.65 4.76
C 3.97 2.65 4.55
N 3.39 2.08 5.61
S 3.60 2.07 2.97
H 5.82 5.03 5.93
H 5.73 3.43 6.65
H 4.29 4.49 6.62
H 5.26 4.04 3.95
H 3.67 2.29 6.55
H 2.81 1.27 5.46
N 4.48 3.18 0.19
C 3.24 3.69 -0.47
C 2.11 2.69 -0.40
O 0.97 3.05 -0.62
O 2.38 1.46 -0.11
H 5.22 3.87 0.15
H 4.82 2.34 -0.27
H 4.30 2.93 1.21
H 3.46 3.90 -1.52
H 2.94 4.61 0.02

- Orbital gap: 6.76 eV
- Maximum force: 0.57 eV/A
- Energy relative to the best compared isomer or geometry (same formula, charge and spin): 0.0000 eV
- Energy: -5014.90673 Eh
- Net charge: +3

HOMO: -0.106 -9.432 -6.327 -14.304 (eV)